Molecular formula: C24H49F4NO4PS
Method: DFT, the ωB97M-V functional and the def2-TZVPD basis

Properties
Spin multiplicity: 1
LUMO, hartree: -0.1670
E, eV: -66345.353
Net charge: +1
Frontier orbital gap, eV: 7.6592

Atoms and positions in Å:
H (-5.122, 5.589, -0.361)
O (1.656, 1.655, 5.252)
H (-3.962, 2.994, -3.564)
H (0.189, -0.181, 3.154)
H (-2.186, 0.694, -0.583)
H (5.495, -4.440, 0.466)
H (-5.632, 5.676, -5.617)
C (4.713, -4.303, -0.382)
C (3.594, -6.042, 0.782)
O (2.628, -4.786, -2.850)
H (-3.007, 6.833, -0.262)
H (1.688, -2.792, -0.768)
H (-2.702, 2.556, 0.967)
H (-5.491, 4.606, 2.677)
H (1.820, -0.273, -0.014)
H (-5.732, 3.964, -5.186)
H (4.547, -6.179, 1.428)
H (-4.296, 3.416, -1.183)
F (8.299, -2.780, -2.932)
H (4.274, -2.724, 1.024)
H (-3.832, 6.032, -3.953)
C (6.987, -3.108, -0.791)
H (-2.707, 4.040, -2.939)
C (-4.456, 5.561, -1.231)
C (3.597, -3.413, 0.402)
H (7.565, -4.026, -0.407)
C (2.848, -4.649, 1.170)
C (-4.061, 5.016, -4.291)
H (5.937, -4.339, -2.350)
C (-4.593, 4.192, -1.899)
H (1.282, -6.606, -0.669)
H (3.166, -4.517, 2.262)
H (-4.967, 2.665, 1.230)
H (-3.385, 4.812, -5.129)
H (-2.277, -0.474, 0.744)
H (1.993, -4.214, -2.343)
F (7.207, -0.919, -1.965)
C (-5.494, 4.960, -4.803)
H (5.140, -2.661, -1.954)
H (3.352, -0.686, 0.987)
C (-3.775, 4.004, -3.181)
H (0.395, -1.861, 1.470)
H (3.022, -7.024, 0.881)
H (-4.762, 1.104, 3.860)
H (-3.854, 4.046, 3.022)
C (-3.039, 5.863, -0.763)
N (4.239, -5.721, -0.567)
H (1.977, -2.293, 2.452)
C (-4.910, 3.771, 3.077)
O (2.247, 0.060, 3.666)
C (-2.659, 0.485, 0.381)
H (-2.692, 5.105, -0.054)
H (-2.589, 2.148, 3.432)
H (6.651, -2.519, 0.148)
H (-5.181, 3.646, 4.129)
F (9.073, -1.800, -1.003)
C (2.387, -1.107, 0.532)
C (-2.350, 1.601, 1.369)
C (5.611, -3.608, -1.521)
C (7.876, -2.165, -1.716)
S (4.112, -7.313, -3.123)
H (-2.525, 0.421, 3.161)
H (-2.337, 5.899, -1.599)
H (-3.733, 0.385, 0.207)
O (1.745, -7.038, -1.426)
P (3.117, -6.123, -1.923)
H (3.209, -1.941, -1.364)
F (5.397, -6.373, -0.879)
C (1.578, 0.453, 4.892)
C (-4.465, 1.275, 2.819)
C (1.220, -0.146, 2.631)
C (2.705, -2.375, -0.435)
H (-1.261, 1.691, 1.463)
C (1.448, -1.517, 1.798)
H (1.191, 0.719, 1.871)
H (-4.804, 0.393, 2.264)
H (-6.214, 5.209, -4.019)
H (-5.651, 4.011, -2.113)
C (-5.204, 2.503, 2.286)
H (-4.798, 6.353, -1.904)
H (-6.280, 2.307, 2.332)
C (-2.936, 1.357, 2.760)
H (1.037, -0.365, 5.481)
H (1.705, -4.670, 1.091)

The molecule's Mulliken atomic charges, reported in e, are given here: atom 1 (H): 0.348, atom 2 (O): -0.463, atom 3 (H): 0.421, atom 4 (H): 0.113, atom 5 (H): 0.384, atom 6 (H): 0.490, atom 7 (H): 0.379, atom 8 (C): -1.251, atom 9 (C): -1.029, atom 10 (O): -0.451, atom 11 (H): 0.380, atom 12 (H): 0.491, atom 13 (H): -0.426, atom 14 (H): 0.397, atom 15 (H): 0.461, atom 16 (H): 0.290, atom 17 (H): 0.367, atom 18 (H): -0.286, atom 19 (F): -0.237, atom 20 (H): 0.476, atom 21 (H): 0.242, atom 22 (C): -0.793, atom 23 (H): 0.353, atom 24 (C): -0.462, atom 25 (C): 0.517, atom 26 (H): 0.359, atom 27 (C): -0.478, atom 28 (C): -0.480, atom 29 (H): 0.390, atom 30 (C): 0.131, atom 31 (H): 0.357, atom 32 (H): 0.377, atom 33 (H): -0.280, atom 34 (H): 0.368, atom 35 (H): 0.334, atom 36 (H): 0.362, atom 37 (F): -0.244, atom 38 (C): -1.187, atom 39 (H): 0.300, atom 40 (H): 0.273, atom 41 (C): -0.884, atom 42 (H): 0.255, atom 43 (H): 0.317, atom 44 (H): 0.411, atom 45 (H): 0.275, atom 46 (C): -1.011, atom 47 (N): 0.933, atom 48 (H): 0.069, atom 49 (C): -1.267, atom 50 (O): -0.351, atom 51 (C): -1.360, atom 52 (H): 0.077, atom 53 (H): 0.378, atom 54 (H): 0.284, atom 55 (H): 0.333, atom 56 (F): -0.251, atom 57 (C): -1.010, atom 58 (C): 0.611, atom 59 (C): -0.564, atom 60 (C): 0.790, atom 61 (S): -0.291, atom 62 (H): 0.273, atom 63 (H): 0.312, atom 64 (H): 0.347, atom 65 (O): -0.491, atom 66 (P): 0.603, atom 67 (H): 0.204, atom 68 (F): -0.139, atom 69 (C): 0.223, atom 70 (C): -1.047, atom 71 (C): -0.169, atom 72 (C): -0.563, atom 73 (H): 0.168, atom 74 (C): -0.144, atom 75 (H): 0.245, atom 76 (H): 0.355, atom 77 (H): 0.287, atom 78 (H): 0.375, atom 79 (C): 0.223, atom 80 (H): 0.327, atom 81 (H): 0.391, atom 82 (C): -0.500, atom 83 (H): 0.376, atom 84 (H): 0.308